Below is a molecular structure, C10H19CrNO8PTe, with properties calculated with wB97M-V/def2-TZVPD.

Last column: Löwdin charge in e.
Element x y z (Å)
Cr -0.97633 -0.26744 -0.67158  0.953
O -0.32422 -1.63299 1.00436  -0.096
C -1.36700 -2.31729 1.70574  -0.167
C -2.49493 -1.31822 1.82710  -0.116
N -2.80711 -0.79168 0.49314  -0.210
C -3.47115 0.51433 0.55480  -0.055
C -2.38648 1.54901 0.89157  -0.564
O -2.57829 2.49633 1.60514  0.117
O -1.24083 1.28625 0.28873  -0.150
C -3.42191 -1.79078 -0.43208  -0.024
C -2.35313 -1.64082 -1.50478  -0.622
O -1.29840 -2.31455 -1.44624  0.021
O -2.37281 -0.48478 -2.06066  -0.016
H 0.20875 -2.26987 0.50987  0.127
H -1.01795 -2.62060 2.69517  0.134
H -1.66618 -3.20799 1.15109  0.124
H -2.16588 -0.47668 2.43997  0.144
H -3.37931 -1.76032 2.29716  0.145
H -4.27654 0.53608 1.29167  0.142
H -3.86677 0.74077 -0.43528  0.141
H -4.41769 -1.48649 -0.74437  0.139
H -3.43893 -2.78093 0.01391  0.129
C 4.36731 1.30812 -3.56249  -0.075
C 4.07875 1.10663 -2.09499  -0.309
O 2.79374 0.46913 -1.95117  -0.280
P 1.51605 1.05799 -1.22573  0.142
O 0.33865 0.23605 -1.87549  -0.400
Te 1.48171 3.38200 -1.17910  0.482
O 1.44009 0.31038 0.21548  -0.336
C 2.23616 0.76926 1.33123  -0.275
C 1.40335 0.72196 2.58998  -0.060
H 5.35512 1.75401 -3.68761  0.079
H 3.62818 1.98017 -3.99705  0.076
H 4.34299 0.36087 -4.09925  0.079
H 4.06611 2.05947 -1.56215  0.047
H 4.79523 0.43513 -1.62082  0.117
H 2.55349 1.79621 1.13318  0.061
H 3.11755 0.12681 1.38792  0.122
H 0.51906 1.34845 2.47038  0.081
H 1.98757 1.11021 3.42570  0.083
H 1.09197 -0.29423 2.82753  0.066

## Properties
charge	0
E_LUMO (alpha / beta)	-0.70 / -0.17	eV
2S+1	2
HOMO (alpha / beta)	-0.26822 / -0.26829	Ha

=====

Below is 3 unconnected molecules or ions with the total composition C10H19F9N2O5S2, with properties calculated with wB97M-V/def2-TZVPD.

Last column: Löwdin charge in e.
Element x y z (Å)
O 5.37253 -3.35089 4.59194  -0.399
S 4.48110 -3.91517 3.60063  0.903
O 5.29355 -4.10087 2.21491  -0.260
O 3.59178 -2.68203 2.97509  -0.356
C 2.92266 -1.85256 3.94766  -0.203
C 1.49210 -1.60293 3.49743  -0.050
C 0.58788 -2.80289 3.71409  -0.449
F 0.89185 -3.79214 2.83829  0.112
F 0.74066 -3.31320 4.96966  0.106
C -0.91648 -2.38115 3.57387  -0.443
F -1.23777 -1.72231 4.69274  0.132
F -1.03773 -1.54052 2.54975  0.128
S -2.19317 -3.77194 3.31320  0.787
F -2.90049 -3.50588 4.70657  -0.131
F -1.23829 -4.82535 4.01518  -0.124
F -1.52381 -4.06881 1.90107  -0.130
F -3.19510 -2.74113 2.62682  -0.136
F -3.23056 -4.93138 3.03263  -0.116
H 5.23870 -3.27052 1.71341  0.073
H 3.44893 -0.89619 3.98119  0.134
H 2.97792 -2.29119 4.94546  0.115
H 1.09809 -0.73776 4.03287  0.146
H 1.49741 -1.36984 2.42936  0.116
C 0.72359 0.35262 -0.40860  -0.342
O 1.12765 0.30129 0.74132  -0.003
N -0.33395 1.07503 -0.80837  -0.188
C -0.77849 1.10481 -2.19058  -0.052
C -1.05318 1.85285 0.18493  -0.036
H 1.20438 -0.20533 -1.22859  0.135
H -0.74099 2.12146 -2.58007  0.062
H -1.80148 0.72574 -2.25931  0.090
H -0.12911 0.47754 -2.79706  0.086
H -0.38854 2.57844 0.65440  0.093
H -1.44786 1.20204 0.96620  0.087
H -1.87371 2.37554 -0.30015  0.085
C -0.20118 3.48543 -5.39392  -0.345
O 0.20255 3.43158 -4.24683  0.001
N -1.26726 4.20423 -5.79192  -0.198
C -1.70566 4.23553 -7.17240  -0.059
C -1.99408 4.97380 -4.79596  -0.038
H 0.28634 2.93841 -6.21784  0.135
H -1.67157 5.25408 -7.56349  0.090
H -2.72720 3.86077 -7.26022  0.090
H -1.05247 3.60938 -7.77656  0.082
H -1.33496 5.70070 -4.32109  0.094
H -2.38675 4.31745 -4.01883  0.089
H -2.81784 5.49320 -5.27888  0.086

## Properties
charge	0
E_LUMO	0.46	eV
HOMO	-0.34226	Ha